{"formula": "C34H32N6O2ReSbSe4Si", "method": "ωB97M-V/def2-TZVPD", "species": ["C", "H", "N", "C", "H", "N", "N", "H", "C", "C", "H", "C", "H", "H", "H", "C", "C", "C", "C", "Si", "H", "C", "H", "C", "Se", "C", "Se", "O", "C", "H", "H", "C", "C", "N", "H", "H", "C", "H", "C", "H", "H", "C", "C", "Se", "C", "H", "H", "N", "Re", "H", "C", "C", "H", "H", "H", "C", "C", "H", "C", "O", "H", "H", "H", "C", "C", "C", "Sb", "H", "H", "C", "N", "H", "C", "H", "C", "H", "C", "C", "H", "Se", "C"], "coordinates": [[-3.126, -3.141, 3.199], [0.634, -1.786, 2.349], [2.213, -5.499, -2.248], [1.797, -3.561, -0.602], [-5.636, -2.723, 1.315], [1.181, -2.479, -1.031], [2.498, -3.775, 1.876], [1.748, 1.646, 2.510], [-4.358, 0.388, 0.926], [-1.393, -4.394, 4.309], [-1.035, -4.944, 5.171], [-2.666, -3.844, 4.310], [-4.116, -2.703, 3.233], [1.945, 1.549, 4.832], [-0.399, -3.420, 1.229], [-1.123, 0.068, 3.066], [0.491, 1.121, -3.174], [-1.279, -0.741, -4.227], [1.271, -1.010, 4.276], [-2.801, -1.931, 0.551], [-1.290, -1.100, 4.921], [-3.450, -4.744, -3.133], [0.912, -1.963, 4.663], [-0.760, 0.016, -6.500], [1.311, 5.120, -1.744], [1.068, -0.879, 2.755], [1.987, 1.420, -0.055], [1.003, -1.594, -0.132], [-6.675, 0.485, 1.562], [2.304, -0.859, 4.585], [0.155, 2.335, 2.666], [-4.481, -3.916, -2.716], [-5.495, 1.129, 1.225], [0.457, 0.067, 4.940], [0.570, -0.011, 5.946], [-1.112, -3.896, -0.856], [-4.378, -1.008, 0.958], [0.420, -4.660, 3.171], [0.311, 1.039, -4.543], [-3.306, -3.959, 5.176], [-1.740, 0.930, 2.810], [2.192, -3.696, 0.768], [-4.304, -3.085, -1.615], [-1.241, 2.374, 0.072], [-0.198, 0.272, -2.297], [-1.968, -1.469, -4.636], [0.288, 2.156, 5.011], [-0.911, -0.055, -7.639], [-0.065, 0.304, -0.243], [-1.655, -1.313, -2.227], [-2.333, -2.980, 2.063], [-3.097, -3.061, -0.916], [0.850, 1.708, -5.201], [-1.577, -0.815, 2.647], [-5.421, -3.908, -3.253], [2.020, -4.630, -1.519], [-1.053, -3.550, 2.085], [-1.422, -5.369, -2.777], [-0.580, -4.244, 3.190], [-1.577, -0.916, 0.270], [-7.563, 1.061, 1.792], [-1.543, 0.646, 5.159], [2.019, -0.718, 2.252], [0.916, 1.430, 4.496], [0.774, 1.493, 2.965], [-0.572, 0.105, -5.078], [0.923, 3.822, 0.214], [-3.443, 0.903, 0.657], [-7.640, -1.412, 1.852], [-6.718, -0.904, 1.597], [0.189, 0.253, 2.448], [1.162, 1.874, -2.783], [-1.092, -0.652, -2.861], [-3.583, -5.386, -3.996], [-0.993, -0.105, 4.593], [-5.454, 2.211, 1.183], [-5.580, -1.638, 1.296], [-2.074, -3.909, -1.354], [-5.113, -2.429, -1.317], [1.346, 4.799, 2.386], [-2.240, -4.740, -2.450]], "e_homo_ev": [-4.7, -4.5], "homo_lumo_gap_ev": [5.6, 5.4], "lumo_energy_ev": [0.91, 0.91], "spin_multiplicity": 2, "relative_energy_kcal_mol": 0.0, "max_force_ha_per_bohr": 0.012, "e_tot_ha": -12007.721356, "total_charge": -1}

{"formula": "C34H33BF3NO5", "method": "ωB97M-V/def2-TZVPD", "species": ["C", "C", "H", "O", "H", "C", "C", "H", "H", "C", "F", "C", "C", "C", "C", "C", "C", "C", "C", "H", "H", "C", "H", "F", "C", "C", "C", "H", "C", "H", "H", "H", "O", "H", "N", "H", "C", "H", "H", "H", "H", "C", "H", "F", "H", "H", "C", "C", "H", "O", "H", "H", "H", "C", "C", "H", "O", "B", "C", "C", "H", "C", "H", "H", "O", "C", "H", "C", "C", "C", "H", "H", "C", "C", "H", "H", "C"], "coordinates": [[0.005, -0.453, 4.495], [2.801, -0.726, 3.146], [0.823, -5.112, 3.779], [1.362, -3.394, 8.908], [-1.533, 0.356, 5.726], [1.819, -4.944, 4.146], [2.019, -3.756, 7.725], [3.887, -3.391, 8.689], [7.014, 3.598, 3.008], [2.963, -5.133, 3.442], [3.469, -4.644, 1.112], [7.989, -3.673, 3.533], [-4.046, 1.768, 3.085], [-5.677, 0.015, 2.971], [3.787, 1.488, 3.196], [-2.052, -1.352, 2.865], [6.043, 3.102, 3.063], [-6.456, 0.795, 2.146], [5.197, -0.453, 3.017], [9.099, -6.179, 4.158], [1.702, 1.118, 3.286], [-4.831, 2.553, 2.273], [-0.431, -2.796, 8.113], [3.545, -6.844, 1.798], [0.316, -1.218, 3.346], [3.432, -3.699, 7.764], [3.555, -4.426, 5.508], [8.151, -3.171, 6.238], [5.077, 0.948, 3.073], [9.510, -4.212, 5.807], [3.664, 2.557, 3.236], [0.803, -0.140, 5.146], [5.825, -5.221, 2.861], [-5.987, -0.975, 3.252], [4.044, -4.819, 4.255], [-6.654, 2.683, 1.170], [8.031, -6.067, 4.332], [-2.866, -1.674, 2.242], [-0.548, -2.265, 1.678], [-7.393, 0.414, 1.770], [9.055, -3.655, 3.314], [2.685, 0.680, 3.236], [8.186, -4.836, 6.794], [1.540, -5.767, 1.589], [5.265, -3.986, 6.712], [7.499, -6.369, 3.431], [1.386, -4.156, 6.561], [2.161, -4.496, 5.448], [7.731, -6.741, 5.131], [6.242, 1.708, 3.010], [7.660, -2.665, 3.771], [-0.350, -4.497, 8.677], [5.436, 3.413, 2.211], [5.436, -4.888, 3.958], [-0.038, -3.471, 8.873], [6.185, -0.870, 2.953], [6.257, -4.547, 4.994], [2.887, -5.624, 1.907], [8.431, -4.185, 5.957], [-0.763, -1.677, 2.554], [-3.114, 2.135, 3.474], [1.665, -1.568, 3.023], [7.458, -3.989, 2.636], [5.559, 3.380, 4.001], [-3.685, -0.291, 4.355], [-2.351, -0.604, 4.012], [-0.405, -3.164, 9.853], [-4.461, 0.490, 3.462], [4.101, -1.268, 3.046], [7.670, -4.622, 4.692], [0.318, -4.212, 6.496], [-4.513, 3.550, 2.015], [-1.292, -0.181, 4.826], [-6.035, 2.066, 1.799], [1.837, -2.537, 2.578], [4.213, -2.339, 3.029], [4.193, -4.025, 6.681]], "e_homo_ev": -7.3, "homo_lumo_gap_ev": 4.2, "lumo_energy_ev": -3.04, "spin_multiplicity": 1, "max_force_ha_per_bohr": 0.051, "e_tot_ha": -2070.905008, "total_charge": 0}

{"formula": "C34H33Br4N5O10", "method": "ωB97M-V/def2-TZVPD", "species": ["N", "O", "H", "C", "H", "C", "C", "C", "C", "H", "Br", "C", "H", "C", "O", "C", "H", "Br", "H", "H", "C", "H", "O", "C", "C", "O", "H", "H", "H", "C", "C", "C", "C", "N", "H", "H", "C", "Br", "H", "C", "C", "H", "C", "Br", "H", "H", "O", "C", "H", "H", "C", "C", "H", "C", "H", "H", "C", "N", "H", "C", "H", "N", "N", "H", "C", "H", "C", "H", "C", "O", "H", "C", "O", "H", "C", "O", "C", "H", "C", "C", "H", "O", "O", "H", "H", "C"], "coordinates": [[3.187, 14.575, 10.663], [-2.044, 16.729, 6.183], [-8.821, 26.622, 8.690], [3.275, 14.750, 8.222], [-2.632, 22.631, 3.061], [-6.357, 25.341, 10.602], [-7.450, 26.131, 10.242], [-5.447, 18.998, 5.533], [-7.996, 25.979, 8.969], [-2.572, 17.644, 8.941], [-3.284, 16.042, 13.476], [-1.762, 19.464, 13.806], [4.047, 13.999, 8.193], [-0.614, 18.574, 16.167], [-2.280, 18.503, 18.416], [-1.499, 15.357, 13.685], [3.235, 14.969, 6.159], [-3.949, 20.447, 8.428], [-7.483, 16.294, 4.964], [-2.672, 20.159, 10.601], [0.147, 18.714, 15.042], [-5.322, 20.074, 5.533], [-6.473, 22.865, 6.595], [-5.496, 16.221, 5.368], [2.751, 15.318, 7.067], [-3.233, 14.941, 6.187], [-1.481, 19.981, 9.309], [-1.559, 15.757, 15.795], [-2.119, 14.179, 15.315], [1.885, 16.312, 9.454], [-0.588, 19.889, 4.896], [-1.504, 20.661, 5.590], [2.779, 15.242, 9.412], [-3.093, 16.136, 6.047], [-7.463, 18.992, 4.941], [-3.401, 18.787, 6.042], [-0.403, 20.142, 3.550], [-1.103, 17.627, 10.945], [0.805, 17.750, 8.331], [-2.135, 21.823, 3.574], [-1.134, 21.121, 2.913], [1.623, 16.697, 10.427], [-1.972, 18.884, 16.138], [0.383, 14.084, 15.473], [-3.597, 19.429, 14.824], [0.445, 19.697, 3.045], [-4.585, 23.199, 7.607], [-5.843, 24.411, 9.701], [1.201, 18.468, 15.063], [-5.501, 15.145, 5.279], [-7.451, 25.127, 8.051], [-1.345, 14.922, 15.132], [0.287, 19.290, 13.017], [-2.504, 19.764, 9.602], [1.411, 16.734, 6.107], [-3.559, 18.032, 10.370], [-4.327, 18.262, 5.850], [-0.996, 21.300, 1.471], [-2.925, 22.281, 5.506], [-2.293, 21.605, 4.945], [-1.615, 20.638, 6.667], [-5.799, 23.339, 7.481], [-2.769, 18.883, 17.382], [-0.707, 16.011, 13.320], [-2.637, 18.251, 9.840], [-2.234, 19.830, 12.905], [-0.411, 19.148, 13.829], [-7.766, 26.905, 10.926], [-4.333, 16.886, 5.751], [-1.561, 22.261, 0.975], [-4.988, 23.811, 9.976], [-2.529, 19.311, 14.947], [-3.918, 19.257, 17.245], [-0.155, 18.268, 17.100], [-6.609, 18.352, 5.126], [4.002, 13.681, 10.582], [-6.654, 16.973, 5.118], [0.098, 19.236, 5.417], [1.446, 16.883, 8.265], [-6.392, 24.295, 8.416], [-7.736, 25.008, 7.011], [-0.325, 20.515, 0.839], [2.709, 14.974, 11.705], [-5.910, 25.476, 11.576], [-1.378, 14.502, 13.018], [1.783, 16.304, 7.022]], "smiles": "O=[N+]([O-])c1ccccc1.O=[N+]([O-])c1ccccc1.O=[N+]([O-])c1ccccc1.O=[N+]([O-])c1ccccc1.O=[N+]([O-])c1ccccc1.BrCCBr.BrCCBr", "e_homo_ev": -10.0, "homo_lumo_gap_ev": 9.0, "lumo_energy_ev": -0.95, "spin_multiplicity": 1, "relative_energy_kcal_mol": 4.7, "max_force_ha_per_bohr": 0.043, "e_tot_ha": -12637.149085, "total_charge": 0}

Per-record molar mass, g mol⁻¹: 1208.56; 603.45; 991.28